{"formula": "C90H198N10O14", "method": "wB97M-V/def2-TZVPD", "elements": ["O", "O", "O", "O", "O", "O", "O", "O", "O", "O", "O", "O", "O", "O", "N", "N", "N", "N", "N", "N", "N", "N", "N", "N", "C", "C", "C", "C", "C", "C", "C", "C", "C", "C", "C", "C", "C", "C", "C", "C", "C", "C", "C", "C", "C", "C", "C", "C", "C", "C", "C", "C", "C", "C", "C", "C", "C", "C", "C", "C", "C", "C", "C", "C", "C", "C", "C", "C", "C", "C", "C", "C", "C", "C", "C", "C", "C", "C", "C", "C", "C", "C", "C", "C", "C", "C", "C", "C", "C", "C", "C", "C", "C", "C", "C", "C", "C", "C", "C", "C", "C", "C", "C", "C", "C", "C", "C", "C", "C", "C", "C", "C", "C", "C", "H", "H", "H", "H", "H", "H", "H", "H", "H", "H", "H", "H", "H", "H", "H", "H", "H", "H", "H", "H", "H", "H", "H", "H", "H", "H", "H", "H", "H", "H", "H", "H", "H", "H", "H", "H", "H", "H", "H", "H", "H", "H", "H", "H", "H", "H", "H", "H", "H", "H", "H", "H", "H", "H", "H", "H", "H", "H", "H", "H", "H", "H", "H", "H", "H", "H", "H", "H", "H", "H", "H", "H", "H", "H", "H", "H", "H", "H", "H", "H", "H", "H", "H", "H", "H", "H", "H", "H", "H", "H", "H", "H", "H", "H", "H", "H", "H", "H", "H", "H", "H", "H", "H", "H", "H", "H", "H", "H", "H", "H", "H", "H", "H", "H", "H", "H", "H", "H", "H", "H", "H", "H", "H", "H", "H", "H", "H", "H", "H", "H", "H", "H", "H", "H", "H", "H", "H", "H", "H", "H", "H", "H", "H", "H", "H", "H", "H", "H", "H", "H", "H", "H", "H", "H", "H", "H", "H", "H", "H", "H", "H", "H", "H", "H", "H", "H", "H", "H", "H", "H", "H", "H", "H", "H", "H", "H", "H", "H", "H", "H", "H", "H", "H", "H", "H", "H", "H", "H", "H", "H", "H", "H", "H", "H", "H", "H", "H", "H"], "xyz": [[-2.82856, 0.93114, 3.91223], [0.57826, -0.88636, 6.72671], [3.73781, -4.15426, 3.63446], [-2.11366, -0.47687, 6.21933], [2.69460, -2.06655, 5.44428], [2.22243, 5.80133, -6.27424], [-5.00848, -5.84282, 3.15636], [2.83688, 1.37772, 5.56177], [2.45978, -2.13396, -3.03930], [-0.23330, -4.83783, -1.41115], [1.52752, 5.43977, 4.62586], [-5.36511, 4.97733, -2.24055], [-0.49513, -2.58429, -7.35068], [-0.06332, 1.29383, 2.26858], [-4.90188, 4.77162, -3.60293], [-5.09356, -4.48425, 3.59875], [2.52067, 5.94958, 3.73424], [-1.40146, -2.25324, -6.30219], [5.09075, -4.29178, 4.21441], [3.90973, -2.31365, -3.26405], [-0.34276, 0.27480, 1.29108], [-2.79627, 2.33530, 3.45501], [2.29284, 5.28873, -4.89809], [-0.05369, -6.21970, -0.99877], [-6.04906, -3.90145, 1.37191], [-3.20180, -2.14292, -7.95014], [-2.49831, -1.42469, -6.80195], [0.31901, -0.78408, -5.17842], [3.62283, 8.02452, 2.91600], [-3.42689, -0.97191, -5.66007], [-2.96338, 3.60829, -2.87325], [7.43725, -3.95138, 4.02977], [-5.45980, 4.74095, -6.01593], [3.88225, -4.38890, -1.93141], [1.38775, -5.60467, 0.84178], [0.06111, 4.22694, -5.17059], [6.12657, -3.90891, 3.18937], [2.65169, 3.79103, 2.65126], [6.16003, -4.73125, 1.99506], [-2.28984, 4.70786, 3.98940], [2.74114, 7.79006, 5.29902], [-4.07729, 2.62751, 2.65512], [-1.10057, -5.65301, 1.25080], [7.70228, -5.33141, 4.59947], [-0.12970, -2.08832, 0.77167], [2.49339, 5.27174, 2.44431], [-5.33014, 2.49203, 3.45376], [4.99340, -6.83332, 4.08454], [-2.79700, -0.53815, -4.36258], [-0.10971, -0.34027, -1.06633], [-2.76699, -4.42979, 4.83238], [1.23431, 4.78263, -2.33026], [6.61668, -1.75074, -2.50385], [0.29135, -7.80822, 0.87113], [-4.32927, -4.26422, 4.85555], [-0.01873, -3.22086, -4.57681], [6.60207, -5.66740, 5.64175], [-4.39415, -1.83173, 4.18841], [3.49278, 7.41136, 1.57189], [-3.61168, 5.07705, 3.30075], [1.64880, 3.64892, -3.21695], [-0.75373, -8.70874, 0.23822], [-1.74326, -1.52084, -3.99733], [2.21114, 5.95360, -2.52118], [-5.94696, 5.16677, -4.63172], [1.17170, 5.46277, 1.64448], [-0.69710, -1.92977, -5.06329], [3.54742, 7.24749, -4.21911], [4.03207, 0.13905, -2.76420], [-3.62278, -3.55588, 1.67915], [0.21166, 0.71360, -0.05713], [5.21670, -5.57104, 4.93607], [-4.28390, 3.40683, -3.66523], [-5.14035, 2.26168, -3.20437], [1.24215, 8.14771, 3.45004], [1.01122, 7.31900, -4.16060], [1.51835, 4.04857, -4.69596], [1.54369, -1.06436, 2.33630], [-4.59431, -2.81686, 5.29802], [-0.80092, -8.49920, -1.30320], [0.08432, -1.02703, 1.86872], [-0.84227, 3.01632, 4.94133], [0.06138, -6.28223, 0.49644], [4.13751, -2.11760, -0.75479], [-6.08097, 6.70919, -4.51849], [-5.00199, 3.31966, -6.12897], [-1.98033, -0.08397, -7.38496], [-3.86970, 3.19014, -5.11100], [-4.94859, -3.54817, 2.44583], [5.97169, -3.09043, -2.21279], [3.56345, 5.82043, 1.55386], [-2.30914, 3.27811, 4.53148], [6.00178, -1.08145, -3.70327], [4.44561, -0.94521, -3.68419], [-3.87455, 4.05915, 2.21157], [-7.35009, 4.51158, -4.48784], [4.16250, -5.63604, 6.15133], [-4.11287, 1.68134, 1.45556], [-0.77960, -1.28152, 3.08212], [2.54765, 7.45846, 3.83847], [5.90682, -2.42929, 2.86236], [3.96494, -0.63435, -5.05021], [4.43964, -2.95546, -2.02801], [-0.82039, -6.80120, -3.15166], [-5.27654, -2.16107, 2.98737], [2.24622, 2.93375, -5.48245], [-1.09693, -7.03928, -1.64627], [-2.59335, -6.68973, -1.37368], [-3.18636, 3.26747, 5.76384], [0.34449, -1.69049, -0.58488], [-5.02897, -5.16170, 5.87151], [-0.59019, 1.98530, -0.42783], [2.21075, 6.45258, -3.96613], [1.71266, 1.07508, -0.18847], [1.59885, -4.58327, 0.46085], [-0.66049, -0.51167, 3.86540], [0.06090, 6.94830, -3.73619], [3.08255, -1.85495, -0.83905], [1.18876, 9.22371, 3.61215], [-0.14481, 0.05133, -5.69093], [2.78623, 3.25732, 1.72811], [3.26031, -1.27016, 5.47342], [-7.37416, 3.49549, -4.89979], [-2.33796, 0.44538, -4.55238], [-7.77122, 4.51974, -3.47061], [-0.69702, -4.04530, -4.81516], [0.67735, -0.86290, 7.70525], [7.80433, -6.08998, 3.82120], [0.84117, 4.60948, 0.99598], [4.40598, -5.06942, -2.59607], [4.08937, -2.61413, 0.23210], [-1.19906, -2.26747, 0.79855], [-5.49262, 3.27052, 4.21626], [4.43968, -6.49418, 6.74898], [1.97968, 1.88843, 0.55369], [0.15976, -3.20458, -3.47804], [-1.18598, -5.84670, -3.49623], [-2.37875, -4.36329, 5.82843], [-3.34822, 2.23917, -5.18009], [3.16450, 5.50555, -2.26110], [0.90800, 7.41742, -5.24941], [1.18095, -1.07366, -5.72584], [-2.59701, 0.47522, 3.09962], [-8.04368, 5.01898, -5.16935], [0.33335, -7.88871, 1.96446], [-1.74539, -8.38320, 0.61032], [-2.71308, -3.19756, 2.16189], [-1.65172, 1.74407, -0.46074], [-3.35818, -1.80056, 3.83302], [6.05370, -3.79918, -3.01013], [0.63393, -0.48618, -4.20909], [0.36685, 5.62540, 2.34962], [1.19073, 6.37169, 1.03753], [1.41572, -1.69702, -0.49037], [3.14288, 5.65043, -6.52059], [0.94886, -3.38802, -5.11362], [-4.11760, -5.98776, 2.79451], [-4.83461, 2.08608, 0.77675], [-5.85890, 2.74378, -2.54859], [-0.50432, 2.87259, 0.22083], [4.57056, 5.46547, 1.82556], [3.65714, 7.59358, -5.24290], [-4.60966, 1.46612, -2.67595], [6.45151, -1.12866, -1.63977], [-4.88606, 5.74398, -1.88037], [-3.08203, 3.72628, -1.80382], [-0.53015, 3.25882, -5.16581], [-0.75986, -9.77252, 0.54275], [-4.61113, -4.94796, 6.84721], [0.25617, -6.90297, -3.40615], [-3.03802, -7.25344, -0.51782], [-4.06136, -1.82951, -5.42560], [4.38716, 6.62498, -3.96120], [4.66012, -1.15592, -0.59236], [-5.64260, -2.84594, 5.71869], [-1.80371, -1.32537, 2.66638], [-2.98730, 3.97077, 1.51350], [-1.04994, -4.50494, -0.99614], [5.16875, -4.85470, 1.54817], [-0.33268, 2.27637, -1.43364], [0.98944, 2.80349, -3.14933], [-1.47095, 4.60706, 3.25854], [-3.16515, 1.47551, 0.97595], [6.66865, -1.91690, 2.29929], [1.26378, -8.23732, 0.52648], [-2.00697, 5.42576, 4.76726], [-3.38572, -3.20554, -7.69856], [1.91767, 1.18923, 5.68343], [0.42270, -0.04865, -2.03386], [-6.56355, 6.98919, -3.61302], [-4.69250, 3.13510, -7.14718], [-3.66903, 2.33282, 5.86669], [-2.57750, -5.35015, 4.28011], [4.33617, -4.78248, 6.82790], [0.19014, 5.09959, -2.41347], [5.03356, -2.28703, 2.25720], [5.78209, -7.04760, 3.38159], [2.03943, 6.82398, -1.85923], [-0.54264, 3.76674, 5.67125], [-0.34627, -0.69155, 6.49836], [3.14116, -5.66013, 5.76364], [6.75114, -6.65999, 6.08720], [0.03809, -1.81846, -7.62944], [-1.14377, -4.57576, 1.03596], [-1.32843, -7.60770, -3.74379], [3.93767, -1.58200, -5.61481], [6.49234, -5.75252, 2.17545], [-2.27227, -3.62644, 4.27281], [3.97513, -4.87072, -0.95607], [1.90897, -2.03043, 2.75262], [2.08510, 3.09180, -6.53806], [2.95515, -0.18828, -5.09177], [-1.25451, -1.21553, -3.08952], [3.35366, 5.41793, 0.54588], [8.74665, -5.36079, 4.99425], [-2.70220, 3.49748, 6.72109], [-1.91144, 0.55307, -6.53027], [4.64218, 0.05311, -5.51644], [3.49531, -3.46705, 4.24169], [2.39338, 0.22403, -0.06626], [1.77372, 3.40309, 3.18648], [-0.95983, -0.10871, -7.77593], [2.24230, -6.23323, 0.50109], [5.80553, -1.83699, 3.80668], [6.30174, -1.62694, -4.63435], [-6.60429, 7.12052, -5.38057], [1.28362, 4.37709, -1.31068], [-4.18146, -1.64042, -8.09966], [-4.68158, 4.36927, 1.53625], [0.45829, -2.95033, 1.07749], [2.85479, 1.55229, 4.59459], [-4.94969, -6.22256, 5.72192], [1.80761, 1.93697, -5.26360], [4.66802, 0.14591, -1.87628], [3.63185, 9.11669, 2.93764], [-3.71477, -2.98399, 0.75488], [-2.43967, 0.10170, 6.89618], [2.98767, -0.01018, -2.49469], [1.63345, -0.49418, 3.24486], [-0.49230, 4.94446, -4.54724], [-0.65111, 2.11194, 5.54919], [-2.44671, 4.46538, -3.24112], [1.92440, -1.76502, 5.97931], [-3.54445, -0.44190, -3.58665], [-5.76509, -4.83698, 0.93261], [-6.23837, 5.01253, -6.69696], [-5.87040, 2.67635, -6.05004], [2.07300, -2.84888, -3.59683], [3.30583, 2.84759, -5.20321], [8.29377, -3.61266, 3.41671], [-3.20322, -6.93761, -2.27449], [2.02837, 4.99268, 5.33051], [-6.24536, 2.51552, 2.83424], [-0.09719, 3.00830, 4.17026], [-2.26047, -2.45560, -3.72724], [-5.16720, -1.38536, 2.22609], [4.79437, -7.74999, 4.65159], [-2.06211, -6.13081, 1.01401], [-4.63483, -0.76801, 4.49798], [6.81005, -4.20686, 1.30002], [7.66983, -1.78094, -2.72234], [6.44856, -3.60256, -1.41429], [7.36265, -3.27248, 4.88310], [-2.50574, 0.46536, -8.13741], [0.18070, -8.65565, -1.75681], [-6.32280, -2.23664, 3.37296], [0.05210, -2.53468, -1.20774], [2.80733, -4.36647, -2.14945], [-3.87003, -2.52667, 6.09833], [-3.39076, -4.52440, 1.26018], [-2.27865, 0.06443, 5.39567], [2.95986, 8.88282, 5.40459], [-3.11773, 3.93291, -5.37173], [2.22023, -0.58853, 1.61940], [-2.71675, -2.12155, -8.90123], [-1.22241, -0.40187, -1.30887], [-6.11007, -4.97035, 5.93098], [4.07230, -6.68781, 3.44557], [-2.41774, 2.65407, -2.98778], [-6.08759, -3.15224, 0.55937], [3.60116, 7.29788, 5.69752], [3.51658, 3.60952, 3.31096], [-5.40863, 1.52359, 3.99622], [6.52731, -0.09402, -3.75525], [-4.17608, -0.24795, -6.04024], [-0.90341, -5.71066, 2.33459], [2.55720, 7.76459, 1.14382], [4.06011, 1.13124, -3.22807], [-1.51722, -9.14423, -1.79073], [1.90401, 7.55271, 5.93419], [0.14266, 4.63878, -6.19735], [1.15822, 8.34966, -3.72228], [1.88743, 1.54327, -1.15683], [1.11844, 8.03007, 2.36607], [-2.77356, -5.67351, -1.07054], [-5.75991, 1.77792, -3.95226], [-0.93684, 1.69514, 2.39149], [-4.01523, 3.99736, 5.73713], [-7.02294, -4.00348, 1.80632], [4.58706, 7.76694, 3.44565], [2.67517, 3.35963, -3.01714], [4.26312, 7.66515, 0.84918], [6.59129, -4.90635, 6.45282], [-4.52334, 0.70683, 1.72431], [3.45004, 8.09260, -3.56528], [-4.70600, 5.43608, -6.34462], [-3.51752, 6.02628, 2.79790], [0.39383, 7.65135, 4.00789], [-5.13725, 7.22072, -4.56582], [-4.42762, 5.13410, 3.99647], [-0.54182, -2.24590, 3.49183], [1.48307, -5.59241, 1.91615]], "atomic_forces_ev_per_a": [[-0.4, 1.8, 0.3], [0.6, 0.2, 1.1], [1.9, -1.0, 0.2], [0.2, 0.4, -1.3], [0.2, 0.8, 0.4], [0.1, -0.9, 1.2], [0.2, 0.4, 0.1], [0.7, 0.4, -1.3], [0.8, -0.8, -1.0], [0.1, -0.7, 0.4], [0.0, -0.1, -0.3], [-0.3, 0.0, -0.6], [-0.2, -0.3, 0.3], [0.0, -0.1, -0.4], [-0.4, 0.0, -0.3], [0.4, 0.2, -0.9], [0.9, 0.9, 0.6], [-0.1, -0.3, -0.3], [-0.2, 0.1, -0.4], [-0.7, 0.4, 0.1], [0.5, 0.1, -0.5], [0.4, -0.1, -0.6], [0.5, 0.4, 0.1], [-0.7, 0.7, 0.8], [1.2, 0.4, 0.3], [-1.8, -0.7, 1.1], [0.8, 1.8, -1.3], [-1.2, -0.2, -0.7], [2.0, -0.9, 2.2], [-1.9, -1.5, -0.4], [-0.8, -2.1, 0.2], [0.3, -0.4, -0.6], [0.1, 1.4, 0.1], [-0.7, 0.3, 0.1], [1.1, 0.0, -0.1], [-0.2, -0.7, -0.2], [0.1, 1.4, 3.4], [0.3, -0.4, 1.6], [-0.2, -1.1, -1.6], [-0.1, -0.5, -1.2], [1.0, 1.5, 0.1], [1.5, -0.1, 1.1], [0.1, 0.0, 0.3], [1.1, -0.2, 0.8], [-0.5, 0.9, 1.5], [-1.6, -0.3, -0.9], [-1.8, -0.7, 1.3], [-1.7, 0.2, -1.0], [0.8, 1.1, -1.5], [-1.0, -0.5, -1.7], [-1.4, -0.1, -1.6], [-0.1, 0.3, 1.5], [-0.7, -0.4, -0.2], [0.2, -0.3, -0.4], [0.1, 0.5, 0.0], [0.5, 0.0, 0.0], [0.3, 0.9, -1.0], [-0.7, 1.8, -0.7], [0.7, -1.6, -1.7], [1.2, -0.5, -0.6], [-0.8, 1.0, -1.4], [-1.8, 0.2, -0.3], [-0.2, -1.8, 0.4], [-0.1, -0.6, 0.2], [-0.3, -0.2, 1.2], [-0.9, 0.0, 0.0], [0.0, 0.6, 0.7], [-1.7, -0.4, 0.2], [-0.4, 1.0, 1.0], [0.3, -0.1, -0.4], [-0.4, 1.5, 1.0], [-0.7, -1.1, 1.5], [1.0, 1.5, -0.5], [-1.0, 0.1, 1.0], [-1.6, -1.2, -0.5], [-0.8, 1.6, -0.6], [0.5, -0.1, -0.4], [0.5, 0.3, 0.5], [-0.4, -0.1, 1.0], [0.8, 0.5, 0.9], [1.3, 0.3, -0.4], [-0.1, -1.0, 1.3], [1.4, -1.0, -1.0], [-1.4, 0.2, 0.7], [0.2, -0.8, -1.1], [0.0, 0.4, 0.1], [1.4, 0.1, 0.6], [0.1, -0.4, -0.7], [-0.9, 0.1, -0.8], [-0.7, 0.5, -0.8], [0.4, 1.4, 0.0], [0.1, -0.2, 0.7], [0.1, 0.3, -1.1], [1.3, -1.4, 0.9], [0.8, -0.2, -1.9], [-0.1, 0.0, 0.0], [1.3, 1.0, -1.2], [-0.4, -0.5, 0.7], [-0.7, 0.3, -0.6], [-1.3, 0.1, 0.2], [-0.6, 0.6, 1.0], [-1.2, -0.9, -1.2], [1.4, 0.3, 1.2], [-0.1, -1.7, -0.6], [-0.4, -0.4, 1.1], [-0.8, -0.5, 0.3], [-0.2, 0.6, -0.9], [-0.4, -1.1, 0.3], [-0.8, 0.8, 1.0], [0.3, -0.6, -0.1], [0.0, 0.1, 0.6], [-0.4, -0.2, 0.2], [1.4, -0.7, -0.2], [0.1, 0.9, 1.5], [-0.6, -0.6, 0.1], [-0.1, -0.4, -0.5], [0.5, -0.1, -0.2], [0.1, 0.3, -0.2], [0.4, 0.0, 0.4], [0.1, 0.3, 0.1], [0.0, -0.1, -0.4], [-0.2, -0.5, -0.1], [0.3, 0.0, 0.5], [-0.1, 0.0, 0.5], [0.3, 0.0, -0.3], [0.2, 0.0, 0.1], [-0.3, 0.0, -1.1], [-0.6, -0.1, -0.1], [0.7, 0.6, 0.6], [-0.1, 0.1, -0.5], [0.7, -0.5, -0.6], [-0.3, -0.5, -0.3], [0.3, -0.2, -0.3], [-0.3, -0.5, -0.1], [-0.3, -1.1, -0.6], [-0.1, 0.0, -0.7], [-0.1, 0.3, 0.0], [0.2, -0.6, 0.6], [-0.1, -0.3, 0.0], [0.6, 0.3, 0.0], [-0.4, 0.3, 0.3], [0.8, -0.3, -0.6], [0.2, -0.3, -0.1], [0.1, 0.3, 0.3], [-0.3, 0.0, -0.1], [0.2, -0.1, -0.1], [-0.3, -0.1, 0.4], [-0.1, -0.1, 0.0], [-0.1, -0.1, 0.4], [0.5, -0.2, -1.1], [0.4, 0.3, 0.9], [-0.3, -0.1, 0.3], [0.0, -0.3, -0.1], [0.4, 0.0, -0.4], [-0.2, 0.1, -0.3], [-0.8, 0.0, 0.3], [0.0, 0.1, 0.1], [-0.2, 0.3, -0.8], [-0.2, -0.4, 0.6], [0.4, -0.5, 0.0], [-0.2, 0.3, 0.2], [-0.2, 0.0, -0.1], [0.1, 0.3, 0.1], [0.3, 0.4, 0.4], [0.0, -0.4, -0.6], [-0.4, 0.1, 0.3], [0.8, 1.0, -0.1], [0.7, 0.5, -0.3], [0.1, 0.0, 0.4], [-0.6, 0.2, 0.4], [0.4, 0.0, -0.7], [-0.1, -0.3, 0.1], [0.3, -0.2, 0.2], [0.0, -0.9, -0.3], [1.0, 0.7, -0.5], [0.1, 0.1, 0.6], [-0.6, 0.5, 0.7], [0.1, -0.2, -0.1], [0.0, 0.4, 0.0], [0.2, 0.2, -0.4], [-0.2, -0.6, 0.5], [-0.3, 0.9, -0.1], [0.3, 0.4, -0.1], [0.9, -0.4, -0.3], [-0.4, 1.0, 0.1], [0.0, -0.3, 0.0], [0.0, 0.5, 0.0], [-1.0, -0.4, 0.5], [-0.7, -0.5, 1.1], [-0.6, 0.2, 0.7], [0.6, 0.0, -0.3], [-0.5, -1.3, 0.3], [0.6, -0.3, 0.5], [-0.3, 0.0, -0.5], [0.0, -0.2, -0.4], [-0.8, 0.0, -0.1], [0.4, -0.1, 0.0], [-0.1, -0.5, -0.2], [-0.1, 0.5, -0.2], [-0.4, -0.1, 0.2], [0.1, -0.1, 0.3], [-0.2, 0.2, -0.2], [-0.3, 0.2, 0.4], [-0.1, -0.3, 0.0], [0.2, 0.7, 0.4], [0.1, 0.4, -0.1], [0.4, 0.2, -0.1], [-0.3, -0.1, 0.0], [0.1, 0.5, 0.3], [-0.4, 0.2, -1.1], [0.4, 0.0, -0.5], [0.5, -0.2, 0.2], [0.5, 0.1, 0.1], [0.2, 0.4, 0.3], [-0.8, 0.2, 0.4], [0.4, -0.1, -0.4], [0.1, 1.0, 0.3], [0.4, 0.4, -0.4], [-1.2, 0.9, 0.5], [-0.2, 0.3, -0.2], [0.2, -0.1, -0.4], [0.0, -0.4, -0.1], [-0.7, 0.4, 0.0], [-0.1, -0.6, -0.7], [-0.3, 0.3, 0.6], [-0.5, -0.2, 0.0], [0.1, 0.4, 0.1], [0.4, -0.3, 0.1], [-0.2, -0.1, 0.3], [-0.5, -0.3, 0.1], [0.3, -0.1, 0.8], [0.4, -0.5, -0.4], [0.0, 0.5, 0.0], [-0.3, 0.4, -0.1], [-0.4, 0.0, -0.2], [-0.2, 0.5, 0.1], [-0.3, 0.4, 0.8], [0.0, 0.0, 0.3], [-0.1, 0.8, 0.4], [0.2, -0.2, -0.2], [-0.6, -0.2, -0.5], [0.5, 0.4, -0.5], [0.2, -0.3, -0.5], [-0.1, 0.1, 0.2], [-0.1, -0.6, -0.4], [-1.0, -0.2, -0.5], [0.0, -0.5, 0.7], [0.4, 0.8, 0.6], [-0.3, 0.4, -0.3], [-0.4, -0.1, 0.1], [0.4, 0.3, 0.7], [-0.1, 0.2, -0.5], [0.5, 0.1, -0.1], [0.0, 0.1, -0.8], [0.0, 0.0, 0.0], [-0.3, -0.2, -0.1], [0.2, 0.3, 0.3], [0.4, 0.2, 0.2], [0.3, -1.2, 0.0], [0.1, -0.4, -0.5], [0.6, -0.4, 0.3], [0.1, -0.2, 1.3], [-0.2, 0.2, -0.2], [-1.1, -0.2, -0.5], [0.1, -0.5, 0.2], [0.5, 0.4, -0.5], [0.3, 0.3, -0.6], [0.2, -0.3, 0.0], [-0.7, -0.5, -0.3], [-0.1, -0.6, 0.3], [0.1, -0.6, 0.6], [-0.3, -0.7, -0.1], [0.1, 0.2, -0.1], [0.1, -0.6, 0.2], [0.8, 0.2, -0.4], [1.2, 0.4, 0.5], [0.3, 0.3, -0.3], [0.8, 0.0, 0.6], [0.4, 0.5, -0.1], [0.1, -0.1, 0.5], [0.7, -0.5, 0.3], [-0.1, 0.0, -0.3], [0.3, 0.4, -0.4], [-0.9, -0.4, -0.3], [0.7, -0.1, 0.0], [-0.2, -0.1, -0.3], [0.0, -0.2, -0.3], [0.3, -0.1, -0.1], [-0.3, -0.2, -0.1], [-0.4, -0.1, -0.1], [-0.4, -0.3, 0.5], [0.0, -1.0, -0.5], [-0.1, -0.2, -0.2], [-0.5, 0.0, 0.4], [0.0, 0.7, -0.4], [0.2, 0.1, -0.5], [0.0, 0.3, 0.2], [0.3, -0.2, -0.3], [-0.5, 0.0, 0.4], [-0.5, 0.0, -0.9], [0.2, -0.1, 0.1], [0.2, 0.7, 0.1], [0.3, -0.4, -0.4], [0.0, -0.1, 0.3], [0.5, 0.7, 0.3], [1.0, 0.1, 0.1], [0.0, 0.6, 0.1], [0.7, 0.6, -0.8], [0.8, -0.1, 0.2], [-0.4, 0.1, 0.4], [0.1, -0.5, 0.3], [0.1, 0.2, 0.6]], "spin_multiplicity": 1, "orbital_gap_ev": 8.446, "total_charge": 0, "e_above_lowest_ev": 0.000, "lumo_energy_ev": 0.2497, "e_tot_ev": -140095.4540}